ORCA calculation (the ωB97M-V functional and the def2-TZVPD basis) on a cluster of 14 separate species, C5H39NO15 in total.

## Properties
Kohn-Sham gap in eV: 9.32
Total energy in eV: -38018.5879
Highest occupied orbital energy in eV: -9.3

Geometry as ORCA input:
```
! RIJCOSX wB97M-V def2-TZVPD def2/J DEFGRID3
* xyz 0 1
C -2.58501 -0.34330 2.01696
N -2.28652 -0.64154 0.63721
C -0.85879 -1.09615 0.39263
C -0.00596 0.01487 -0.24006
O 1.22226 0.20937 0.49463
C -1.01182 -2.30879 -0.49391
O 0.33744 -2.78218 -0.92293
C -3.16365 1.04576 2.20689
H -1.77397 -0.61844 2.70554
H -3.28466 -1.07520 2.45517
H -2.33627 0.17801 0.05160
H -0.55714 -1.36154 1.40131
H -0.46886 0.99140 -0.16458
H 0.26409 -0.32091 -1.23432
H 1.52730 -0.60962 0.83203
H -1.39999 -3.11092 0.13001
H -1.40747 -2.24402 -1.50479
H 0.52073 -2.34419 -1.77095
H -4.00560 1.26616 1.55698
H -2.35816 1.72589 1.88495
H -3.34299 1.35051 3.23713
H 4.04819 1.11263 -1.43548
H 3.17553 0.26092 -0.52272
O 3.29237 0.51294 -1.46221
H 2.32095 1.53446 -2.45900
H 1.55701 2.83386 -2.11368
O 1.84374 2.29812 -2.84810
H -1.70299 1.90356 -2.28891
H -2.80500 2.86504 -2.75567
O -1.99453 2.82375 -2.23881
H 0.82055 -4.20807 0.61014
H 1.48956 -3.49180 1.79324
O 1.26290 -4.34597 1.44854
H 0.37648 -0.19239 -3.61137
H 0.68773 1.29512 -3.51480
O -0.00557 0.68036 -3.84100
H 1.99473 -1.91404 -3.82645
H 2.04597 -0.99637 -2.66299
O 1.41337 -1.53625 -3.14764
H -1.03184 0.87961 4.45513
H -0.04144 1.14853 3.31920
O -0.10473 0.85232 4.23416
H -0.48028 3.75487 -1.24826
H 0.64056 4.35622 -1.90551
O 0.45496 3.90264 -1.07591
H -0.41969 -4.02154 2.10313
H -1.59533 -3.04284 2.34277
O -1.24853 -3.88726 2.61593
H 0.95101 -1.07642 3.17189
H 2.17276 -1.46624 3.74835
O 1.72428 -1.60671 2.91791
H -2.81593 -0.69045 -2.73463
H -1.73035 0.31009 -3.48648
O -2.60242 0.18698 -3.06177
H 1.15307 2.95012 0.30348
H 1.06277 2.71986 1.86637
O 1.66111 2.78937 1.11740
H 2.37598 1.17786 0.71807
H 3.95228 0.88464 0.87911
O 3.07582 0.51732 0.92507
*
```